# 1
{
  "formula": "C2H2Cl2O2",
  "method": "ωB97M-V with the def2-TZVPD basis set",
  "elements": ["C", "C", "O", "O", "Cl", "Cl", "H", "H"],
  "positions_angstrom": [[0.6085, -0.5231, 0.4837], [-0.6179, -0.4434, -0.4552], [0.6178, -1.9554, 0.3665], [-0.5844, -1.9786, -0.3860], [1.9646, 0.4476, -0.0781], [-2.0461, 0.4414, 0.0395], [0.4180, -0.1411, 1.4161], [-0.3018, -0.1103, -1.5605]],
  "forces_ev_per_angstrom": [[-1.0, -0.4, -2.5], [2.0, -1.4, -2.4], [1.4, 1.3, 0.7], [-1.8, 2.1, -0.8], [0.4, -0.4, -0.2], [0.4, -0.7, 0.0], [-0.4, 0.3, 2.6], [-1.0, -0.8, 2.5]],
  "mulliken_charge": [0.0535, 0.0369, -0.1683, -0.1703, -0.1657, -0.1370, 0.2792, 0.2716],
  "homo_energy_ev": -10.26,
  "gap_ev": 11.029,
  "charge": 0
}


# 2
{
  "formula": "C5H11CuNSSi",
  "method": "ωB97M-V with the def2-TZVPD basis set",
  "elements": ["Cu", "S", "C", "N", "C", "Si", "C", "C", "C", "H", "H", "H", "H", "H", "H", "H", "H", "H", "H", "H"],
  "positions_angstrom": [[1.3030, -0.7809, 1.7423], [1.2951, -0.7749, 6.3897], [1.2989, -0.7777, 4.7500], [1.3025, -0.7801, 3.5836], [-1.7718, -0.7129, -0.3347], [-0.1628, 0.0971, -0.8816], [-0.2094, 1.8961, -0.3297], [-0.2255, 0.1389, -2.7731], [1.2917, -0.7746, -0.2085], [-2.6479, -0.2058, -0.7498], [-1.8483, -0.6985, 0.7555], [-1.8048, -1.7589, -0.6537], [-1.0691, 2.4305, -0.7451], [0.6979, 2.4198, -0.6450], [-0.2606, 1.9535, 0.7606], [-1.1109, 0.6696, -3.1378], [-0.2472, -0.8754, -3.1824], [0.6589, 0.6389, -3.1788], [2.2084, -0.2955, -0.5807], [1.3018, -1.8088, -0.5807]],
  "forces_ev_per_angstrom": [[0.0, 0.0, -0.6], [0.0, 0.0, -0.2], [0.0, 0.0, 0.2], [0.0, 0.0, 0.4], [-0.1, 0.0, 0.0], [-0.1, 0.0, 0.0], [0.0, 0.1, 0.0], [0.0, 0.0, -0.1], [0.1, -0.1, 0.1], [0.0, 0.0, 0.0], [0.0, 0.0, 0.0], [0.0, 0.0, 0.0], [0.0, 0.0, 0.0], [0.0, 0.0, 0.0], [0.0, 0.0, 0.0], [0.0, 0.0, 0.0], [0.0, 0.0, 0.0], [0.0, 0.0, 0.0], [0.0, 0.0, 0.0], [0.0, 0.0, 0.0]],
  "mulliken_charge": [-0.5326, -0.5107, 0.5114, -0.5365, -0.9669, 0.3597, -0.9668, -1.0076, -0.3840, 0.2721, 0.2868, 0.2831, 0.2721, 0.2832, 0.2868, 0.2694, 0.2718, 0.2720, 0.2684, 0.2683],
  "homo_energy_ev": -4.67,
  "gap_ev": 8.123,
  "charge": -1
}


# 3
{
  "formula": "C3H8N2",
  "method": "ωB97M-V with the def2-TZVPD basis set",
  "elements": ["C", "N", "H", "H", "H", "C", "C", "N", "H", "H", "H", "H", "H"],
  "positions_angstrom": [[-2.2352, 0.5029, -0.5258], [-1.6348, 1.0218, 0.4954], [-1.5186, 0.4670, -1.4076], [-3.2519, 0.1596, -0.5006], [-2.2583, 1.7128, 0.9432], [1.0469, -1.2961, -0.6777], [1.8076, -0.6879, 0.2840], [1.4274, 0.5342, 0.7952], [-0.0231, -1.0351, -0.7751], [1.4467, -2.1760, -1.1796], [2.8425, -1.0587, 0.3256], [0.5037, 0.8926, 0.6116], [1.8473, 0.9630, 1.6114]],
  "forces_ev_per_angstrom": [[0.8, -1.0, -3.5], [1.4, 2.7, 3.4], [-1.5, -0.9, 0.2], [-0.7, -0.2, -0.6], [0.2, -0.6, 0.6], [0.0, -0.1, 1.5], [-0.8, 0.1, -2.5], [1.4, 0.1, 0.9], [0.7, -0.1, -0.2], [-0.2, 0.2, 0.1], [-0.3, 0.5, 0.7], [-1.1, -0.2, -0.2], [0.1, -0.6, -0.3]],
  "mulliken_spin": [0.5725, 0.3178, -0.0398, 0.0549, 0.0348, 0.0783, 0.0110, -0.0016, -0.0247, 0.0017, -0.0012, -0.0022, -0.0014],
  "homo_energy_ev": [0.56, -2.51],
  "multiplicity": 2,
  "gap_ev": [3.680, 6.717],
  "charge": -1
}


# 4
{
  "formula": "CH3NOS",
  "method": "ωB97M-V with the def2-TZVPD basis set",
  "elements": ["C", "N", "O", "S", "H", "H", "H"],
  "positions_angstrom": [[-2.2774, -0.7930, -0.6144], [-2.8723, -0.0344, 0.0147], [-3.4920, 0.7512, 0.6264], [1.5800, 0.4044, 0.4357], [-1.4006, -1.0537, -1.2716], [2.7365, 0.9887, 0.2929], [1.9632, -0.3430, -0.6232]],
  "forces_ev_per_angstrom": [[2.1, -1.0, -1.6], [0.8, -0.2, -0.7], [-1.2, 0.9, 1.1], [-0.4, -0.7, -0.5], [-1.7, 0.3, 1.2], [0.9, 0.8, 0.2], [-0.4, -0.1, 0.2]],
  "mulliken_charge": [-0.1920, 0.4887, -0.5763, -0.2742, 0.2800, 0.1381, 0.1357],
  "homo_energy_ev": -10.03,
  "gap_ev": 10.631,
  "charge": 0
}


Number 1: E_tot -31242.0316 eV, molar mass 128.94 g mol⁻¹. Number 2: E_tot -70209.5039 eV, molar mass 208.85 g mol⁻¹. Number 3: E_tot -6217.6425 eV, molar mass 72.11 g mol⁻¹. Number 4: E_tot -15454.9499 eV, molar mass 77.11 g mol⁻¹.